[1]
Density functional theory data (ωB97M-V with the def2-TZVPD basis set) for 9 unconnected molecules or ions with the total composition C12H42O9.

Geometry (Å):
O  1.68202  2.20196  1.20839
O  2.15794  -0.56829  1.32431
O  -2.80577  -0.90654  0.57050
O  -0.17238  -2.02390  1.24326
O  -3.32526  0.52232  2.81704
O  -0.59611  2.66712  -0.51116
O  -0.84491  -0.00074  -1.33533
O  1.43004  -1.56080  -2.29580
O  2.94970  -2.87868  -0.20367
C  -0.00957  4.87218  -1.24073
C  -0.29069  -3.34422  -2.12566
C  2.76744  2.76352  1.95633
C  -4.69949  -1.26295  -1.00643
C  -1.37141  1.95723  3.11063
C  -2.44495  1.57744  2.22865
C  2.25113  3.79099  2.90537
C  -3.93262  -1.74305  0.20170
C  3.36945  -4.39760  -1.98853
C  3.97340  -3.35631  -1.10178
C  -0.29173  3.47606  -1.64800
C  0.38675  -2.29843  -2.98035
H  3.12254  4.40723  3.15836
H  1.55499  -1.19760  1.78042
H  2.25509  -2.49302  -0.81792
H  1.06890  -0.78462  -1.81368
H  -0.93096  5.26841  -0.77962
H  -5.50451  -1.95291  -1.22665
H  3.17144  -5.30185  -1.47424
H  -4.71012  -1.58315  0.96708
H  -1.08337  -2.86470  -1.50428
H  0.85219  5.05139  -0.58200
H  3.99528  -4.53893  -2.86701
H  3.59670  3.13767  1.37503
H  4.85415  -3.68452  -0.49020
H  3.14025  1.96001  2.45582
H  -1.22692  3.31709  -2.19949
H  -0.71139  0.89213  -0.96676
H  -4.06790  -1.21674  -2.00435
H  2.70318  -1.16162  0.75085
H  1.63193  3.33361  3.74798
H  0.11780  5.51312  -2.13984
H  0.28815  -4.01123  -1.52137
H  1.83822  1.22795  1.12691
H  0.56892  3.08904  -2.26807
H  -2.03894  1.09929  1.35547
H  -5.16730  -0.23051  -0.87416
H  -3.52829  -2.78664  0.09916
H  0.38455  -2.55617  0.64438
H  -2.94155  -0.60749  1.49505
H  -1.88322  2.33864  4.00657
H  2.48079  -4.01996  -2.44759
H  1.69455  4.52305  2.26804
H  -0.75708  -1.52277  0.65359
H  -0.71621  2.75037  2.85177
H  0.93168  -2.87170  -3.70682
H  -1.66268  -0.23631  -0.93374
H  -0.70874  1.09357  3.21282
H  -0.33433  -1.68927  -3.56841
H  4.27593  -2.51870  -1.70533
H  0.23118  2.60703  -0.02851
H  -0.86089  -4.03941  -2.76811
H  -3.04631  0.42546  3.74050
H  -3.06066  2.34746  1.86961

The value obtained for the energy above the lowest of the compared OMol25 structures with the same formula, charge and spin is 2.236 eV. Its structure (SMILES) is CCO.CCO.CCO.CCO.CCO.CCO.O.O.O. The value obtained for the HOMO-LUMO gap is 11.019 eV. Its calculated total energy is -1159.4845 a.u. The net charge is 0.

---

[2]
Density functional theory data (ωB97M-V with the def2-TZVPD basis set) for a molecular structure, C12H43AgO10.

Geometry (Å):
Ag  -0.48942  0.78584  -3.85337
O  1.34204  -2.54069  -2.96799
O  0.43546  0.12563  -1.76226
O  -2.19145  1.91290  -2.74236
O  -3.97685  -0.12247  3.50714
O  3.33838  0.42692  -2.02695
O  0.30686  -4.07410  3.35251
O  -3.52059  -2.73121  -1.87754
O  1.29467  2.34517  4.39488
O  -2.00844  4.31405  -1.40089
O  4.75586  -1.18416  -0.09284
C  0.00755  -0.27729  -0.53490
C  -0.59596  -3.39080  2.48861
C  -3.55172  1.79889  -3.20911
C  5.61401  -2.09405  -0.75883
C  3.73906  1.67301  -1.43089
C  1.16209  -0.67530  0.40161
C  2.57682  -3.02564  -2.46924
C  -2.35876  4.43616  0.00139
C  -3.68279  -1.61217  -1.02719
C  1.35417  1.57461  3.20533
C  -0.98597  0.66555  0.14668
C  -2.72107  0.43129  3.91697
H  3.29027  1.75836  -0.43855
H  -3.57327  1.17087  -4.09671
H  0.75347  3.11487  4.20122
H  -4.19928  1.34823  -2.45180
H  -1.62176  -3.68738  2.69828
H  -0.49483  -2.32353  2.71239
H  4.81609  1.61056  -1.29073
H  1.74838  -1.46260  -0.07908
H  0.99923  -3.46635  3.61346
H  -2.17678  2.72319  -2.19225
H  5.16137  -3.07965  -0.89384
H  -1.62942  3.87565  0.58433
H  0.35240  1.31379  2.83422
H  -0.45068  1.53481  0.53331
H  -3.67938  -3.53963  -1.38022
H  -2.83773  1.37341  4.45725
H  1.86671  0.62771  3.35053
H  -3.34498  3.99612  0.14354
H  -4.15677  0.13951  2.60255
H  -1.35097  0.14118  1.03319
H  -0.38583  -3.58990  1.43369
H  3.41861  -2.38647  -2.75751
H  2.58775  -3.16935  -1.38611
H  -1.49150  5.09660  -1.61317
H  -1.87133  0.93723  -0.42177
H  1.81443  0.17779  0.57729
H  -3.07524  -0.81299  -1.46879
H  5.91458  -1.72112  -1.74444
H  0.79263  -1.13697  1.31207
H  -2.29328  -0.29713  4.60515
H  2.79027  -3.98485  -2.94025
H  6.52932  -2.18414  -0.17736
H  -3.96966  2.78118  -3.43339
H  -2.43181  5.48350  0.28081
H  1.85471  2.16008  2.42248
H  3.52105  2.54334  -2.04934
H  -3.31281  -1.76728  -0.01043
H  2.38100  0.36701  -1.90892
H  -0.57462  -1.21138  -0.69627
H  -2.07177  0.58325  3.05351
H  -4.71426  -1.24958  -1.03013
H  4.12342  -0.83216  -0.73725
H  1.14827  -1.71797  -2.51172

The value obtained for the energy above the lowest of the compared OMol25 structures with the same formula, charge and spin is 0.577 eV. As for the spin multiplicity: 2. The value obtained for the HOMO-LUMO gap (spin up / spin down) is 7.329 / 5.404 eV. The expectation value of S² is 0.755. Its calculated total energy is -1381.8640 a.u. The net charge is +1.

---

[3]
Density functional theory data (ωB97M-V with the def2-TZVPD basis set) for a molecular structure, C12H43F4N15O13P2V2.

Geometry (Å):
V  -7.48554  15.98099  -9.29900
V  -10.31568  20.20671  -6.35222
P  -10.73778  17.28775  -8.47036
P  -7.02667  19.03023  -7.42382
F  -6.34658  18.77805  -5.92940
F  -11.29056  15.96735  -7.68101
F  -6.02184  19.98911  -8.21476
F  -11.91866  17.56038  -9.60831
O  -2.32755  18.86347  -9.79210
O  -6.45869  17.11817  -10.85188
O  -5.13697  19.17745  -3.37732
O  -8.17219  19.96439  -7.00715
O  -9.73899  18.67452  -4.91394
O  -7.15718  17.72384  -8.19588
O  -4.81613  22.57090  -4.68203
O  -3.09545  15.00328  -4.50885
O  -9.86382  19.90776  -9.79659
O  -7.68039  23.00455  -8.60033
O  -9.43399  16.73047  -9.15179
O  -10.70955  18.38910  -7.49390
O  -8.28094  15.12572  -7.32188
N  -6.42201  18.04317  -12.93682
N  -3.19336  18.80476  -2.35356
N  -6.35540  21.85609  -9.91305
N  -4.67777  16.30608  -3.76718
N  -4.08835  21.32625  -6.37061
N  -10.45509  22.00721  -7.74758
N  -7.80767  14.38965  -5.36032
N  -7.91081  17.97427  -3.88238
N  -4.87790  18.50547  -11.56155
N  -7.68136  23.50656  -10.71831
N  -9.91300  14.61616  -5.83782
N  -5.57206  22.88623  -6.72615
N  -3.97931  16.69257  -5.71635
N  -3.56596  20.66039  -3.15830
N  -9.71798  17.33954  -3.16673
C  -9.15885  19.46664  -10.87721
C  -8.64883  14.75997  -6.22874
C  -2.60243  19.10898  -8.41540
C  -4.05582  19.50711  -3.01055
C  -10.71611  21.04469  -10.06909
C  -4.77923  22.32113  -5.88082
C  -11.39275  21.60833  -8.84843
C  -7.22218  22.81204  -9.69788
C  -9.20536  18.10533  -4.00658
C  -3.87192  15.89988  -4.70369
C  -12.37425  22.74193  -9.16256
C  -5.90996  17.86046  -11.72250
H  -3.50016  20.78042  -5.75726
H  -10.51085  14.59684  -6.65163
H  -8.51584  18.69215  -10.45911
H  -11.58286  20.74967  -10.66053
H  -13.08222  22.32853  -9.88089
H  -2.10735  19.87906  -7.82381
H  -4.49183  18.63024  -10.63663
H  -7.42545  18.34754  -4.68563
H  -7.21830  23.28167  -11.58727
H  -3.44694  16.37845  -6.51510
H  -7.55285  17.26965  -3.25352
H  -11.81024  20.67146  -8.47954
H  -8.14445  13.93336  -4.52457
H  -10.72383  17.25890  -3.12347
H  -4.25093  21.13045  -7.34802
H  -6.07724  21.58982  -10.84677
H  -2.26323  19.11510  -2.59577
H  -9.72387  22.32527  -8.36746
H  -2.61638  18.15136  -7.89497
H  -11.91695  23.64723  -9.56180
H  -3.62205  19.49073  -8.36325
H  -1.37882  19.00744  -9.82024
H  -4.30708  18.79178  -12.34403
H  -6.38162  23.31740  -6.30326
H  -8.61554  20.19443  -11.47992
H  -3.32456  17.85441  -2.03777
H  -4.65810  16.03530  -2.79436
H  -13.06681  23.01872  -8.36767
H  -5.97911  18.72737  -13.53330
H  -7.38238  17.80746  -13.14234
H  -10.60783  22.99662  -7.61400
H  -4.08717  21.34938  -3.68150
H  -9.19683  16.82045  -2.47460
H  -10.14805  14.28349  -4.91360
H  -6.16499  21.19639  -9.17235
H  -10.13307  21.81831  -10.56877
H  -8.34187  24.25343  -10.55705
H  -4.88802  17.12899  -5.77864
H  -9.72218  18.81692  -11.54700
H  -5.20925  17.15509  -3.89683
H  -2.63376  20.84251  -2.81489
H  -5.64359  22.63820  -7.70260
H  -6.82368  14.31810  -5.57650

As for the spin multiplicity: 8. The value obtained for the HOMO-LUMO gap (spin up / spin down) is 9.135 / 3.837 eV. The expectation value of S² is 15.764. Its calculated total energy is -5252.1964 a.u. The net charge is +3.

---

[4]
Density functional theory data (ωB97M-V with the def2-TZVPD basis set) for 9 unconnected molecules or ions with the total composition C12H44BF4N3O8.

Geometry (Å):
F  4.40352  2.58784  -16.57447
F  4.57158  3.93422  -18.19898
F  3.56213  1.92076  -18.46255
F  5.73064  1.93488  -18.32983
O  5.29648  8.79806  -22.02050
O  9.41821  2.66081  -16.28706
O  -1.00682  2.60147  -12.80232
O  -2.86559  9.08627  -22.48405
O  5.26039  -3.75533  -21.45156
O  7.61278  7.54950  -18.37440
O  6.34791  -0.84207  -12.60315
O  0.43731  0.26580  -16.07801
N  7.87998  -1.20484  -21.39839
N  -0.81396  4.40400  -14.97108
N  -0.76550  8.13212  -20.48771
C  -1.59667  1.85910  -11.62933
C  0.03263  6.65023  -22.07226
C  -2.60276  9.85193  -23.64829
C  7.43994  -2.59360  -21.64608
C  -2.19088  7.85804  -22.46687
C  8.36192  -3.59532  -21.03469
C  6.00419  -2.66894  -21.12717
C  -0.43570  4.76135  -13.64621
C  -1.16982  3.98760  -12.54429
C  3.99902  -3.59634  -20.86363
C  -0.63130  6.25639  -13.37615
C  -0.72229  7.98532  -21.96842
B  4.63357  2.59844  -17.91728
H  -3.25213  9.47118  -24.43661
H  0.62681  4.51835  -13.63469
H  -0.09822  4.96272  -15.41341
H  3.40016  -4.38511  -21.31894
H  7.00534  6.87683  -18.06656
H  -1.70554  4.83868  -15.16142
H  9.66155  2.53063  -17.20361
H  5.96715  -0.12365  -13.10824
H  8.56148  -3.34636  -19.99244
H  -0.80282  1.64576  -10.91352
H  -2.28014  7.27591  -23.38408
H  -2.57600  2.23076  -11.32787
H  -0.48743  5.81431  -21.60442
H  7.14168  -0.62469  -21.77046
H  7.58213  -1.05855  -20.44446
H  -2.17823  4.38518  -12.42965
H  5.26532  8.93734  -22.96700
H  4.61498  8.14761  -21.85108
H  -0.13662  6.70324  -14.23854
H  3.42477  -2.74576  -21.23083
H  0.98849  0.84093  -16.61376
H  3.85228  -3.68673  -19.78734
H  5.61851  -1.18575  -12.08732
H  -2.87756  7.21004  -21.92219
H  -2.96688  10.87932  -23.64757
H  -1.38680  7.45370  -20.07077
H  8.46133  2.68461  -16.29386
H  1.02772  6.86405  -21.68214
H  -0.05905  6.60411  -12.51608
H  -1.18531  9.02624  -20.27699
H  0.34679  6.30977  -23.05892
H  5.43943  -1.79124  -21.44147
H  7.06698  8.15340  -18.87803
H  -0.71142  4.25277  -11.59159
H  0.11728  0.65401  -15.26041
H  -0.29530  -0.13381  -16.55256
H  9.34958  -3.42349  -21.46260
H  5.95462  -2.51996  -20.04854
H  7.42881  -2.87136  -22.70004
H  8.13971  -4.65782  -21.13378
H  -1.55784  9.83225  -23.95789
H  -1.68001  6.52260  -13.24409
H  -0.25585  8.84183  -22.45516
H  -1.79733  0.88911  -12.08425

The value obtained for the energy above the lowest of the compared OMol25 structures with the same formula, charge and spin is 6.781 eV. The value obtained for the HOMO-LUMO gap is 6.685 eV. Its calculated total energy is -1674.0359 a.u. The net charge is 0.